[1]
The following is a DFT calculation (ωB97M-V/def2-TZVPD) of an isolated molecule of CH3I2NS2.

XYZ file:
```
9
Properties=species:S:1:pos:R:3:forces:R:3:mulliken_charge:R:1
C -1.088094 0.007181 -0.189183 -3.319 0.071 -2.370 -0.62
N -0.163920 0.226893 0.784477 3.190 -1.449 3.332 -0.07
S 0.552123 -1.337691 1.307132 -0.338 1.460 0.302 -0.07
S 0.666629 1.636130 0.902834 0.159 0.269 0.503 -0.06
I 1.644855 -2.362862 -0.556829 -0.068 0.230 -0.025 0.08
I 2.255501 1.957525 -0.908594 -0.137 -0.225 -0.091 -0.01
H -1.375060 1.024141 -0.593388 -0.287 -1.325 0.316 0.26
H -0.511355 -0.506400 -0.951772 -0.808 -0.366 -1.009 0.29
H -1.980679 -0.644917 0.205325 1.608 1.334 -0.956 0.20
```
Forces are in eV/Å.

* 2S+1: 1
* highest occupied orbital energy: -8.8 eV
* ΔE to the lowest compared entry with this formula, charge and spin: 0.306 eV
* structure (SMILES): CN(SI)SI
* electronic energy: -1486.3853 Eh
* largest force on an atom: 4.83 eV Å⁻¹
* orbital gap: 0.2841 Eh

=====

[2]
The following is a DFT calculation (ωB97M-V/def2-TZVPD) of an isolated molecule of CH3I2O2P.

XYZ file:
```
9
Properties=species:S:1:pos:R:3:forces:R:3:mulliken_charge:R:1
C 1.330203 -0.052401 -0.238165 0.832 -3.169 3.115 -0.92
O -0.910042 0.218448 1.963944 2.837 -1.350 -6.914 -0.62
O -0.988416 0.953865 -0.668810 -0.112 -0.174 0.266 -0.51
P -0.397000 -0.099671 0.382271 -1.675 1.105 5.647 0.69
I -2.901918 1.369012 -0.364693 -0.433 0.312 -0.156 0.33
I -1.219100 -2.240012 -0.277685 -0.133 -0.271 -0.056 0.03
H 1.659778 0.853090 0.180189 0.852 1.380 0.404 0.34
H 1.991974 -0.950241 0.323984 -1.928 2.408 -1.729 0.31
H 1.434522 -0.052088 -1.301037 -0.241 -0.242 -0.578 0.34
```
Forces are in eV/Å.

* 2S+1: 1
* highest occupied orbital energy: -9.8 eV
* ΔE to the lowest compared entry with this formula, charge and spin: 2.046 eV
* electronic energy: -1127.1182 Eh
* largest force on an atom: 7.59 eV Å⁻¹
* orbital gap: 0.3146 Eh

=====

[3]
The following is a DFT calculation (ωB97M-V/def2-TZVPD) of an isolated molecule of CH3I2O2P.

XYZ file:
```
9
Properties=species:S:1:pos:R:3:forces:R:3:mulliken_charge:R:1
C 0.037171 0.130600 -0.301883 -2.779 -0.474 1.074 -0.46
O 3.585980 1.847850 -1.294840 0.213 0.481 -0.437 -0.48
O 1.002295 0.699698 -1.072714 4.611 2.304 0.541 -0.38
P 2.568133 1.650779 -0.288024 -4.434 -1.739 -0.678 0.50
I 3.272701 0.211960 1.462895 -0.041 -0.069 0.196 0.12
I 1.382076 3.587493 0.771307 0.644 -0.862 -0.575 0.07
H 0.362399 -0.512097 0.554013 0.205 0.126 -0.792 0.22
H -0.613739 -0.515539 -1.037149 1.081 1.182 1.505 0.20
H -0.619608 0.923286 0.208603 0.499 -0.949 -0.835 0.22
```
Forces are in eV/Å.

* 2S+1: 1
* highest occupied orbital energy: -10.3 eV
* ΔE to the lowest compared entry with this formula, charge and spin: 1.428 eV
* structure (SMILES): COP(=O)(I)I
* electronic energy: -1127.1409 Eh
* largest force on an atom: 5.18 eV Å⁻¹
* orbital gap: 0.3099 Eh

=====

[4]
The following is a DFT calculation (ωB97M-V/def2-TZVPD) of an isolated molecule of CH3I2P.

XYZ file:
```
7
Properties=species:S:1:pos:R:3:forces:R:3:mulliken_charge:R:1
C -0.920234 -0.004831 0.026031 1.600 -0.622 -1.653 -0.95
P 0.865926 -0.028850 -0.942788 -1.725 0.482 1.362 0.03
I 1.754425 1.928877 0.253634 0.110 -0.026 -0.144 -0.04
I 1.986390 -1.832936 0.252414 -0.062 -0.101 -0.010 -0.01
H -0.898229 -0.667829 0.880174 0.107 0.075 0.196 0.34
H -1.593031 -0.405047 -0.734653 -0.129 -0.006 0.150 0.30
H -1.195244 1.010618 0.265187 0.098 0.198 0.099 0.32
```
Forces are in eV/Å.

* 2S+1: 1
* highest occupied orbital energy: -9.1 eV
* ΔE to the lowest compared entry with this formula, charge and spin: 0.363 eV
* structure (SMILES): CP(I)I
* electronic energy: -976.6663 Eh
* largest force on an atom: 2.38 eV Å⁻¹
* orbital gap: 0.3212 Eh

=====

[5]
The following is a DFT calculation (ωB97M-V/def2-TZVPD) of a structure of composition CH3I2P.

XYZ file:
```
7
Properties=species:S:1:pos:R:3:forces:R:3:mulliken_charge:R:1
C -0.541691 -0.922153 -0.448910 0.089 0.263 -2.213 -0.31
P 0.258497 0.254842 0.536196 0.343 0.617 2.767 -0.06
I 1.088113 -1.680442 -1.822278 -0.795 0.348 0.666 -0.01
I -1.862574 0.587385 -1.630857 0.705 -0.901 0.552 -0.04
H 0.886889 -0.493188 1.667843 0.237 0.908 -1.627 0.15
H -0.756367 0.659719 1.405996 -0.209 0.488 -0.240 0.14
H 0.927134 1.593837 0.292010 -0.369 -1.723 0.094 0.15
```
Forces are in eV/Å.

* 2S+1: 1
* highest occupied orbital energy: -8.5 eV
* ΔE to the lowest compared entry with this formula, charge and spin: 4.557 eV
* electronic energy: -976.5122 Eh
* largest force on an atom: 2.86 eV Å⁻¹
* orbital gap: 0.2931 Eh

=====

[6]
The following is a DFT calculation (ωB97M-V/def2-TZVPD) of a structure of composition CH3I2PS2.

XYZ file:
```
9
Properties=species:S:1:pos:R:3:forces:R:3:mulliken_charge:R:1
C 1.581707 0.293807 -0.124005 -0.051 0.279 -0.047 -0.74
P -1.198042 0.886944 -1.084843 0.214 -1.015 0.899 0.06
S -1.388892 -2.702977 1.878243 0.082 0.458 -0.339 -0.46
S 0.155933 1.279129 0.437866 -0.331 -0.076 -0.177 0.02
I -3.091215 2.011673 -0.112777 0.128 -0.106 -0.060 0.06
I -1.631034 -2.087359 -0.347201 0.001 0.706 -0.215 0.20
H 2.273727 0.941573 -0.659013 -0.019 -0.103 -0.014 0.32
H 1.240326 -0.519121 -0.759840 0.060 -0.105 0.036 0.25
H 2.057490 -0.103666 0.771567 -0.084 -0.036 -0.083 0.29
```
Forces are in eV/Å.

* 2S+1: 1
* highest occupied orbital energy (alpha / beta): -7.7 / -7.7 eV
* ΔE to the lowest compared entry with this formula, charge and spin: 2.257 eV
* electronic energy: -1772.9816 Eh
* largest force on an atom: 1.37 eV Å⁻¹
* orbital gap (alpha / beta): 0.1966 / 0.1966 Eh

=====

[7]
The following is a DFT calculation (ωB97M-V/def2-TZVPD) of a cluster of 2 separate species, CH3I3P in total.

XYZ file:
```
8
Properties=species:S:1:pos:R:3:forces:R:3:mulliken_charge:R:1
C -0.252950 0.232135 -0.195749 -0.869 -3.146 3.085 -0.89
P -2.789905 0.037340 -0.025436 3.169 1.143 -0.668 -0.02
I -3.591540 -2.241596 -0.533846 -0.675 -1.050 0.026 0.33
I -3.548972 0.630973 2.240892 -0.506 -0.092 0.638 0.31
I -3.512312 1.632248 -1.646802 -0.246 0.108 -0.113 0.20
H 0.050656 0.335039 0.870873 -0.556 0.810 -0.844 0.33
H -0.176333 1.000802 -0.877526 0.202 1.449 -1.332 0.40
H 0.053635 -0.812344 -0.402842 -0.519 0.778 -0.791 0.33
```
Forces are in eV/Å.

* 2S+1: 3
* highest occupied orbital energy (alpha / beta): -11.5 / -13.5 eV
* ΔE to the lowest compared entry with this formula, charge and spin: 0.275 eV
* electronic energy: -1273.9462 Eh
* charge: +1
* largest force on an atom: 4.49 eV Å⁻¹
* orbital gap (alpha / beta): 0.2373 / 0.1632 Eh

=====

[8]
The following is a DFT calculation (ωB97M-V/def2-TZVPD) of an isolated molecule of CH3I3Si.

XYZ file:
```
8
Properties=species:S:1:pos:R:3:forces:R:3:mulliken_charge:R:1
C 0.161888 -0.259656 1.197169 0.829 1.089 -1.862 -0.95
Si -0.278374 0.372018 -0.659945 1.157 -1.981 0.081 0.25
I 1.137116 2.266056 -1.421943 -0.476 -0.770 0.386 -0.01
I 0.660226 -2.077396 -2.238735 -0.763 1.910 1.170 -0.25
I -2.589171 0.873590 -1.298215 0.605 -0.256 0.294 0.01
H -0.265316 -1.212590 1.466392 -1.122 0.123 0.092 0.35
H 1.234782 -0.606396 1.118061 -0.732 1.257 0.138 0.30
H -0.061151 0.644374 1.837217 0.503 -1.372 -0.299 0.30
```
Forces are in eV/Å.

* 2S+1: 1
* highest occupied orbital energy: -9.1 eV
* ΔE to the lowest compared entry with this formula, charge and spin: 1.255 eV
* structure (SMILES): C[Si](I)(I)I
* electronic energy: -1222.5473 Eh
* largest force on an atom: 2.37 eV Å⁻¹
* orbital gap: 0.2771 Eh